[1]
The following is a quantum chemistry calculation of a structure of composition C22H30GaN8PSe, from OMol25.

```
63
Properties=species:S:1:pos:R:3:forces:R:3
Ga -0.480 0.588 -0.283 0.26 0.67 -0.31
N -1.834 2.413 4.312 -0.07 -0.04 -0.14
N -1.541 2.561 2.985 0.00 0.07 0.01
N -1.890 3.644 2.320 0.03 -0.05 0.07
C -1.523 3.332 1.093 0.11 0.19 -0.17
N -0.972 2.114 1.043 -0.10 -0.60 0.32
N -1.003 1.625 2.287 -0.05 0.14 0.03
H -1.936 3.330 4.732 0.07 -0.05 0.05
H -1.150 1.812 4.758 0.00 0.08 0.04
H -1.623 4.009 0.262 -0.02 -0.03 -0.01
C 4.992 -3.713 1.263 0.05 0.02 -0.02
C 3.636 -3.110 1.037 -0.06 0.04 -0.01
C 3.009 -3.188 -0.202 0.01 0.09 0.01
C 1.727 -2.688 -0.414 0.04 0.02 0.01
C 1.126 -2.802 -1.787 -0.04 -0.01 -0.03
C 1.066 -2.086 0.664 -0.11 -0.24 -0.01
Se -0.792 -1.562 0.445 0.01 -0.10 0.06
C 1.676 -1.962 1.917 -0.05 -0.01 0.04
C 1.005 -1.315 3.097 -0.06 0.02 0.05
C 2.960 -2.474 2.075 0.05 0.06 -0.05
H 5.414 -4.103 0.338 0.00 0.00 0.00
H 4.928 -4.535 1.976 0.00 0.00 0.00
H 5.689 -2.983 1.677 0.00 -0.01 0.02
H 3.526 -3.660 -1.029 0.00 -0.03 0.00
H 1.873 -3.151 -2.498 -0.01 -0.01 -0.01
H 0.744 -1.841 -2.142 0.03 -0.01 0.01
H 0.291 -3.504 -1.803 -0.02 0.02 0.02
H 0.325 -0.517 2.801 0.07 -0.03 0.01
H 1.749 -0.910 3.781 0.02 -0.02 0.02
H 0.412 -2.047 3.650 -0.01 -0.02 -0.01
H 3.436 -2.388 3.044 0.01 -0.02 0.02
C -2.433 2.720 -2.569 0.07 0.00 -0.10
P -2.044 1.034 -2.028 -0.32 -0.05 0.08
C -1.777 0.043 -3.515 0.08 0.01 -0.01
C -3.522 0.412 -1.205 0.07 -0.01 0.04
C -3.858 -0.938 -1.298 0.00 -0.02 -0.03
C -4.940 -1.429 -0.584 0.00 -0.01 0.00
C -5.681 -0.583 0.227 -0.01 0.01 0.02
C -5.352 0.763 0.320 0.00 -0.01 -0.01
C -4.272 1.262 -0.389 -0.02 0.04 0.00
H -3.392 2.695 -3.088 0.01 0.02 -0.02
H -1.668 3.082 -3.255 0.02 -0.01 0.01
H -2.511 3.410 -1.732 -0.03 -0.03 -0.01
H -2.742 -0.164 -3.979 0.01 0.02 -0.03
H -1.283 -0.897 -3.271 -0.04 -0.01 0.03
H -1.151 0.596 -4.215 0.03 0.00 0.02
H -3.292 -1.610 -1.931 0.02 0.00 0.02
H -5.207 -2.474 -0.667 0.00 -0.01 0.00
H -6.525 -0.970 0.782 -0.01 0.00 -0.01
H -5.947 1.427 0.933 0.00 0.00 0.01
H -4.045 2.320 -0.325 0.01 -0.01 0.01
N 4.820 0.559 -0.082 0.06 -0.03 -0.02
C 3.726 1.180 -0.540 -0.05 -0.03 0.00
C 2.438 0.660 -0.264 0.00 0.07 -0.08
N 1.360 1.294 -0.703 0.02 -0.10 -0.01
C 1.503 2.431 -1.416 -0.05 0.01 0.02
C 2.774 2.905 -1.679 -0.09 0.02 -0.04
N 3.871 2.298 -1.254 0.04 -0.03 0.04
H 4.761 -0.321 0.401 -0.02 0.00 -0.01
H 5.725 0.923 -0.332 0.00 0.01 0.01
H 2.302 -0.262 0.281 0.03 0.03 0.06
H 0.611 2.935 -1.758 0.01 -0.01 -0.01
H 2.908 3.807 -2.263 0.00 0.01 0.01
```
Positions in Å, forces in eV/Å.

The calculation puts the LUMO energy at -0.217 Eh. The relative energy (zero: lowest compared OMol25 entry of this formula, charge and spin) comes out at 0.323 eV. As for the net charge: +2. The multiplicity is 1.

=====

[2]
The following is a quantum chemistry calculation of an isolated molecule of C22H30N2O4, from OMol25.

```
58
Properties=species:S:1:pos:R:3:forces:R:3
C 3.483 2.823 2.835 -0.21 -0.32 0.06
C 2.190 2.046 3.048 -0.20 0.59 0.23
O 2.488 0.645 3.057 0.52 0.24 -0.28
C 1.708 -0.151 3.809 -0.19 -0.54 0.38
O 0.868 0.254 4.565 -0.04 0.11 -0.02
C 1.998 -1.605 3.528 -0.04 0.13 -0.17
C 1.402 -1.978 2.160 0.21 -0.03 0.17
C -0.113 -1.691 2.065 -0.21 0.04 -0.08
C -0.699 -3.040 1.641 -0.27 0.07 -0.03
C -0.253 -3.328 0.202 -0.20 0.00 -0.07
C 1.241 -3.675 0.363 0.17 -0.08 -0.01
C 1.480 -3.486 1.866 0.30 -0.02 -0.06
C 0.166 -4.009 2.444 -0.03 0.01 0.04
C 1.188 2.375 1.923 0.33 -0.31 0.46
O 0.466 3.344 1.982 -0.12 0.23 0.02
N 1.263 1.489 0.905 0.33 -0.44 -0.16
C 0.445 1.354 -0.224 -0.27 0.16 -0.26
C 0.700 0.296 -1.094 -0.07 0.11 0.10
C -0.092 0.086 -2.200 -0.09 0.02 0.04
C -1.178 0.922 -2.479 0.21 0.15 0.32
N -1.928 0.710 -3.632 -0.13 0.04 -0.42
C -2.426 -0.624 -3.914 -0.09 -0.09 -0.32
C -2.687 -0.752 -5.415 0.12 -0.25 0.28
O -3.612 0.216 -5.851 -0.15 -0.03 -0.02
C -3.138 1.511 -5.568 0.03 0.32 0.21
C -2.876 1.712 -4.071 -0.01 -0.07 -0.33
C -1.414 1.988 -1.607 -0.10 -0.26 -0.26
C -0.617 2.206 -0.500 0.18 0.03 0.23
H 3.952 2.521 1.901 0.08 0.02 -0.09
H 4.175 2.634 3.652 0.05 0.00 0.06
H 3.258 3.884 2.794 -0.02 0.09 -0.01
H 1.722 2.321 4.001 0.03 -0.06 -0.30
H 1.548 -2.205 4.318 0.00 0.06 0.02
H 3.077 -1.765 3.514 0.01 -0.02 0.04
H 1.960 -1.426 1.399 0.02 -0.03 -0.04
H -0.346 -0.903 1.349 -0.04 0.07 0.00
H -0.510 -1.391 3.035 -0.02 0.05 0.04
H -1.775 -3.112 1.789 -0.02 0.00 0.02
H -0.412 -2.465 -0.443 -0.06 0.02 -0.05
H -0.809 -4.168 -0.215 -0.02 0.00 -0.04
H 1.886 -3.035 -0.239 0.09 0.01 -0.03
H 1.438 -4.708 0.075 0.03 -0.01 -0.03
H 2.393 -3.956 2.229 0.05 -0.01 0.03
H 0.076 -3.870 3.519 -0.03 -0.01 0.13
H -0.017 -5.054 2.198 0.00 -0.11 0.00
H 1.956 0.758 1.015 -0.19 0.15 0.08
H 1.535 -0.366 -0.904 0.11 -0.09 0.03
H 0.147 -0.729 -2.866 0.03 -0.05 -0.08
H -1.705 -1.376 -3.599 -0.04 0.00 -0.01
H -3.373 -0.799 -3.376 0.07 -0.06 0.01
H -3.124 -1.724 -5.651 0.08 0.02 0.03
H -1.738 -0.634 -5.961 -0.06 -0.04 0.06
H -3.907 2.202 -5.917 0.08 0.02 0.03
H -2.204 1.693 -6.121 -0.08 0.02 0.06
H -2.450 2.705 -3.925 -0.05 0.00 0.01
H -3.830 1.638 -3.524 0.04 0.08 0.02
H -2.244 2.656 -1.773 -0.09 0.05 -0.04
H -0.824 3.027 0.165 0.00 0.05 0.03
```
Positions in Å, forces in eV/Å.

The calculation puts the LUMO energy at 0.025 Eh. The relative energy (zero: lowest compared OMol25 entry of this formula, charge and spin) comes out at 1.074 eV. The multiplicity is 1. Its structure (SMILES) is C[C@H](OC(=O)C[C@@H]1C[C@H]2CC[C@@H]1C2)C(=O)Nc1ccc(N2CCOCC2)cc1.

=====

Kohn-Sham gap per entry: 7.9797 8.2981 eV
Total energy per entry: -5961.46923 -1266.82634 Ha